Entry from OMol25: a 7-piece molecular cluster, C13H40N2O13 overall (ωB97M-V/def2-TZVPD).

As for the energy above the lowest of the compared OMol25 structures with the same formula, charge and spin: 0.612 eV. For the LUMO energy, the calculation gives 0.6 eV. The SMILES is NC(N)=O.OCCO.OCCO.OCCO.OCCO.OCCO.OCCO. For the largest force on an atom, the calculation gives 3.27 eV Å⁻¹. The value obtained for the HOMO energy is -9.99 eV. For the frontier orbital gap, the calculation gives 10.553 eV.

```
! RIJCOSX wB97M-V def2-TZVPD def2/J DEFGRID3
* xyz 0 1
C -16.722 14.592 -3.691
H -12.973 12.143 0.283
H -16.204 5.595 1.914
H -15.470 8.304 -2.730
O -15.797 6.572 -0.642
H -16.410 16.462 -4.135
H -17.421 14.662 -2.812
N -15.749 9.589 0.116
H -14.653 9.344 -4.735
H -13.445 9.665 -1.923
C -17.865 11.700 3.471
H -12.230 8.987 -0.308
C -14.799 8.281 -4.737
H -16.133 11.397 2.673
O -15.101 10.513 -1.855
H -15.457 6.003 -3.954
H -17.353 14.436 -4.606
H -10.870 7.328 -2.531
O -14.116 12.629 1.943
H -15.111 8.046 -5.762
H -15.836 13.439 5.401
H -16.766 8.546 -3.882
O -13.586 7.571 -4.587
C -12.976 12.055 1.354
H -10.176 9.216 -2.965
H -17.354 13.784 3.863
H -10.366 7.420 -0.779
C -15.308 5.246 1.325
H -10.965 14.145 1.637
C -10.784 7.952 -1.655
H -13.857 6.331 0.887
H -15.141 13.259 -4.353
H -13.101 8.031 -3.890
O -14.269 6.175 1.737
H -15.401 8.733 -0.216
O -11.694 13.882 2.193
C -11.774 12.446 2.150
H -16.507 12.288 -1.200
O -16.299 12.623 5.165
H -16.512 12.445 -3.521
H -16.522 4.685 -0.411
O -15.299 13.500 -2.262
H -14.719 4.770 -0.648
O -10.030 9.091 -2.017
H -12.774 7.516 -1.182
C -15.824 7.958 -3.716
H -13.753 13.497 2.274
H -14.715 12.741 -2.125
O -12.672 9.187 -2.320
H -11.902 12.137 3.204
H -10.807 11.990 1.854
C -17.475 12.833 4.422
H -16.001 6.456 -1.586
C -15.794 10.487 -0.869
O -17.044 11.406 2.351
H -15.088 4.240 1.605
N -16.768 11.405 -0.673
H -17.034 11.513 0.293
C -15.641 5.240 -0.158
H -18.004 10.886 4.203
C -12.189 8.418 -1.289
O -15.902 15.748 -3.773
H -18.312 13.067 5.110
C -15.899 13.373 -3.538
H -16.491 9.602 0.809
O -16.200 6.553 -3.633
H -18.847 12.042 3.149
H -13.173 10.989 1.610
*
```

Löwdin atomic charge list, values in e, 6 entries: -0.27, 0.11, 0.13, 0.09, -0.10, 0.07